{
  "formula": "C4H8O",
  "method": "the ωB97M-V functional and the def2-TZVPD basis",
  "de_lowest_kcal_mol": 36.4,
  "molar_mass_g_mol": 72.11,
  "gap_ev": 9.980,
  "total_energy_ev": -6323.5904,
  "homo_ev": -8.877,
  "charge": 0,
  "spin_multiplicity": 1,
  "smiles": "C=COCC",
  "elements": ["O", "C", "C", "C", "C", "H", "H", "H", "H", "H", "H", "H", "H"],
  "positions_angstrom": [[0.0697, 0.0129, 1.3042], [-0.9335, 0.6685, 0.4630], [-0.2949, 1.4862, -0.6605], [0.8076, -1.0227, 0.8114], [0.6938, -1.7825, -0.3107], [1.4656, -2.5955, -0.3354], [-1.5198, -0.1975, 0.0480], [0.4048, 2.2597, -0.2915], [0.3028, 0.7142, -1.2869], [-1.5349, 1.2945, 1.0942], [-1.0019, 1.9909, -1.3015], [1.7437, -1.1205, 1.4910], [-0.2031, -1.7080, -1.0252]],
  "forces_ev_per_a": [[-0.151, 0.527, -0.466], [0.580, -1.726, -0.906], [1.727, -1.616, -0.461], [1.479, 0.052, 0.060], [-0.694, 0.245, 0.913], [-1.084, 0.859, -0.535], [0.014, 1.139, 0.217], [-0.302, -0.517, 0.035], [-0.831, 1.596, 0.765], [-0.218, -0.039, 0.568], [-0.447, -0.095, -0.110], [-1.821, -0.146, -1.190], [1.748, -0.280, 1.110]]
}